1.
Molecular formula: C30H28N2SiY
Method: DFT, the ωB97M-V functional and the def2-TZVPD basis

Summary:
electronic energy = -1597.01730 a.u.
largest force on an atom = 0.0463 Eh/bohr
net charge = +1
frontier orbital gap (spin up / spin down) = 3.2 / 3.2 eV
E_HOMO (spin up / spin down) = -7.6 / -7.6 eV

```
62
C30H28N2SiY (the ωB97M-V functional and the def2-TZVPD basis)
C 0.90 2.81 2.57
C 1.23 2.77 1.17
C -0.01 2.81 0.46
H 2.20 2.65 0.71
C -1.10 2.70 1.36
C -0.53 2.79 2.67
H -1.15 2.91 3.55
H 1.60 2.82 3.40
H -0.15 2.99 -0.59
H -2.15 2.62 1.12
Y 0.18 0.66 1.72
C -2.03 -2.17 -0.85
H -2.69 -1.32 -1.06
H -2.46 -2.76 -0.03
H -1.04 -1.69 -0.61
Si 0.42 1.39 -2.76
C 1.81 0.39 -3.64
C 3.04 1.02 -4.02
H 3.35 1.95 -3.50
C 3.82 0.46 -5.05
H 4.69 1.02 -5.41
C 3.52 -0.82 -5.55
H 4.11 -1.24 -6.36
C 2.47 -1.55 -4.98
H 2.30 -2.59 -5.26
C 1.63 -0.98 -4.00
H 0.84 -1.58 -3.53
C -1.18 1.73 -3.85
C -1.08 1.76 -5.24
H -0.19 1.33 -5.69
C -2.13 2.23 -6.04
H -2.03 2.23 -7.12
C -3.34 2.62 -5.49
H -4.14 3.03 -6.11
C -3.53 2.38 -4.12
H -4.54 2.49 -3.74
C -2.48 1.91 -3.32
H -2.63 1.62 -2.29
H 1.06 2.72 -2.32
H -2.03 -2.83 -1.70
C 0.64 -3.95 1.49
C 0.90 -2.60 1.22
N 0.61 -1.68 2.18
C 0.21 -2.02 3.44
C 0.13 -3.40 3.80
C 0.30 -4.34 2.77
C -0.04 -3.72 5.18
C -0.09 -2.75 6.15
C -0.07 -1.36 5.82
C -0.13 -0.37 6.80
C -0.20 0.97 6.47
C -0.16 1.26 5.12
N -0.04 0.35 4.13
C 0.01 -0.98 4.45
H 0.71 -4.66 0.68
H 1.35 -2.22 0.28
H 0.17 -5.39 3.04
H -0.07 -4.78 5.44
H -0.17 -3.02 7.21
H -0.14 -0.67 7.84
H -0.28 1.80 7.17
H -0.21 2.29 4.82
```

=====

2.
Molecular formula: C3H2N2O3
Method: DFT, the ωB97M-V functional and the def2-TZVPD basis

Summary:
SMILES = O=C1ON=C/C1=N\O
electronic energy = -450.61709 a.u.
largest force on an atom = 0.0897 Eh/bohr
frontier orbital gap = 8.7 eV
E_HOMO = -10.4 eV

```
10
C3H2N2O3 (the ωB97M-V functional and the def2-TZVPD basis)
C -0.40 0.01 -0.03
C 0.04 -1.36 0.04
C 0.85 0.76 -0.04
H -3.34 0.19 0.02
H -0.62 -2.18 0.18
N -1.52 0.71 -0.01
N 1.33 -1.56 0.03
O -2.51 -0.32 -0.02
O 1.86 -0.22 -0.07
O 0.94 1.97 0.07
```

=====

3.
Molecular formula: C6H11N
Method: DFT, the ωB97M-V functional and the def2-TZVPD basis

Summary:
SMILES = C=C/C=C/CCN
electronic energy = -289.89871 a.u.
largest force on an atom = 0.0360 Eh/bohr
frontier orbital gap = 9.7 eV
E_HOMO = -8.5 eV

```
18
C6H11N (the ωB97M-V functional and the def2-TZVPD basis)
C 1.16 1.03 -1.17
C 1.44 -0.36 -0.63
C 0.55 -0.78 0.51
C -0.10 0.04 1.35
C -1.31 -0.39 2.06
C -2.33 -1.00 1.44
N -0.02 1.06 -2.04
H 1.01 1.73 -0.34
H 2.03 1.40 -1.72
H 1.37 -1.08 -1.45
H 2.49 -0.39 -0.31
H 0.20 -1.81 0.51
H 0.36 0.94 1.74
H -1.39 -0.22 3.13
H -2.20 -1.31 0.41
H -3.32 -1.03 1.86
H 0.01 1.87 -2.64
H 0.03 0.28 -2.69
```

=====

4.
Molecular formula: C17H39INO7
Method: DFT, the ωB97M-V functional and the def2-TZVPD basis

Summary:
electronic energy = -1549.79319 a.u.
largest force on an atom = 0.0606 Eh/bohr
net charge = +1
frontier orbital gap = 6.9 eV
E_HOMO = -10.5 eV

```
65
C17H39INO7 (the ωB97M-V functional and the def2-TZVPD basis)
O -0.74 2.92 -1.84
C -1.61 3.51 -2.91
I -0.33 3.87 -4.69
C -2.24 4.91 -2.36
C -3.84 5.13 -2.58
N -4.62 3.94 -3.08
C -4.11 2.60 -2.58
C -2.67 2.35 -3.32
H -1.15 3.06 -0.94
H -1.69 5.79 -2.95
H -1.99 5.08 -1.22
H -4.30 5.42 -1.52
H -4.01 6.09 -3.25
H -4.75 3.98 -4.13
H -5.60 4.05 -2.69
H -3.89 2.71 -1.41
H -4.90 1.76 -2.78
H -2.25 1.30 -2.93
H -2.75 2.24 -4.51
C 0.21 -0.04 -0.97
O -0.11 -1.14 -1.81
C 0.92 -1.42 -2.76
C 0.92 -2.90 -3.13
O 1.51 -3.74 -2.13
C 0.74 -3.92 -0.93
C -0.49 -4.81 -1.13
O -1.54 -4.08 -1.77
C -2.38 -4.91 -2.55
H 0.27 0.88 -1.55
H -0.59 0.05 -0.22
H 1.15 -0.23 -0.44
H 1.90 -1.15 -2.35
H 0.72 -0.81 -3.65
H 1.55 -3.02 -4.02
H -0.08 -3.25 -3.41
H 0.49 -2.97 -0.48
H 1.41 -4.44 -0.24
H -0.87 -5.13 -0.16
H -0.22 -5.69 -1.72
H -1.80 -5.44 -3.31
H -3.11 -4.27 -3.06
H -2.91 -5.62 -1.91
C 3.96 -0.90 1.50
O 3.00 -0.89 2.55
C 3.20 -1.95 3.49
C 2.69 -1.54 4.87
O 3.58 -0.65 5.57
C 3.64 0.70 5.06
C 2.38 1.51 5.36
O 1.32 1.15 4.47
C 0.04 1.32 5.05
H 3.85 -1.80 0.90
H 3.78 -0.02 0.87
H 4.97 -0.83 1.91
H 4.27 -2.20 3.56
H 2.65 -2.82 3.13
H 2.65 -2.44 5.50
H 1.68 -1.14 4.84
H 3.89 0.71 4.00
H 4.47 1.17 5.59
H 2.58 2.58 5.21
H 2.08 1.35 6.41
H -0.05 0.73 5.97
H -0.71 0.96 4.34
H -0.15 2.38 5.26
```

=====

5.
Molecular formula: C18H17ClN2O4
Method: DFT, the ωB97M-V functional and the def2-TZVPD basis

Summary:
SMILES = COc1ccc(NC(=O)CCCn2c(=O)oc3ccccc32)cc1Cl
electronic energy = -1566.84191 a.u.
largest force on an atom = 0.0196 Eh/bohr
frontier orbital gap = 8.8 eV
E_HOMO = -8.2 eV

```
42
C18H17ClN2O4 (the ωB97M-V functional and the def2-TZVPD basis)
C 6.77 1.18 1.35
H 6.21 2.10 1.54
O 6.47 0.62 0.09
C 5.15 0.28 -0.10
C 4.79 -1.07 -0.13
C 3.49 -1.47 -0.37
C 2.50 -0.52 -0.58
C 2.84 0.84 -0.55
C 4.14 1.22 -0.32
Cl 4.52 2.91 -0.34
H 2.08 1.58 -0.72
N 1.17 -0.83 -0.82
C 0.57 -2.05 -0.82
O 1.13 -3.10 -0.56
C -0.92 -2.00 -1.13
H -1.16 -2.89 -1.70
H -1.17 -1.12 -1.73
C -1.74 -2.02 0.17
H -2.78 -2.24 -0.06
C -1.67 -0.69 0.94
N -2.39 0.36 0.26
C -1.83 1.30 -0.56
O -0.66 1.41 -0.83
O -2.80 2.12 -1.02
C -3.99 1.69 -0.51
C -5.25 2.21 -0.70
C -6.29 1.56 -0.05
C -6.07 0.46 0.76
C -4.80 -0.06 0.95
C -3.76 0.58 0.30
H -4.63 -0.92 1.58
H -6.91 -0.02 1.25
H -7.30 1.93 -0.17
H -5.41 3.07 -1.33
H -2.10 -0.81 1.93
H -0.63 -0.36 1.04
H -1.35 -2.81 0.81
H 0.58 -0.01 -0.99
H 3.24 -2.52 -0.39
H 5.57 -1.80 0.03
H 6.56 0.47 2.16
H 7.83 1.41 1.33
```

=====

6.
Molecular formula: C29H60N2O3PS3
Method: DFT, the ωB97M-V functional and the def2-TZVPD basis

Summary:
electronic energy = -3011.80208 a.u.
largest force on an atom = 0.0499 Eh/bohr
net charge = +1
frontier orbital gap = 6.3 eV
E_HOMO = -10.6 eV

```
98
C29H60N2O3PS3 (the ωB97M-V functional and the def2-TZVPD basis)
C 0.71 5.11 -2.82
C 0.55 3.57 -2.97
C 1.48 2.87 -1.95
C 0.82 1.72 -1.15
N -0.57 1.96 -0.77
C -1.29 0.78 -0.24
C -0.42 -0.30 0.39
C 0.21 0.11 1.72
C 1.28 -0.93 2.22
C 2.61 -0.37 1.78
C 3.16 -0.67 0.54
C 4.35 -0.09 0.16
C 4.97 0.76 1.02
N 4.44 1.02 2.21
P 5.29 2.20 3.26
S 5.52 3.84 2.30
C 3.27 0.48 2.62
C -0.76 3.13 -0.03
S 0.31 3.75 1.06
S -2.32 3.86 -0.36
C -2.45 5.36 0.65
C -3.68 5.23 1.59
C -3.45 4.05 2.56
H -0.23 5.63 -3.05
H 0.95 5.39 -1.79
H 1.50 5.51 -3.47
H 0.89 3.27 -3.96
H -0.50 3.35 -2.83
H 1.91 3.58 -1.23
H 2.35 2.43 -2.46
H 1.48 1.51 -0.30
H 0.83 0.84 -1.81
H -1.85 0.32 -1.06
H -2.03 1.14 0.48
H 0.30 -0.75 -0.30
H -1.10 -1.13 0.65
H -0.57 0.23 2.48
H 0.73 1.08 1.63
H 1.10 -1.92 1.79
H 1.21 -0.94 3.31
H 2.60 -1.33 -0.11
H 4.78 -0.29 -0.82
H 5.91 1.21 0.71
H 6.53 1.63 3.63
H 4.43 2.30 4.38
H 2.89 0.77 3.59
H -1.53 5.61 1.19
H -2.65 6.20 -0.02
H -3.86 6.18 2.10
H -4.52 5.00 0.92
H -2.36 3.94 2.67
H -3.79 3.12 2.10
H -3.93 4.20 3.53
C 1.08 -3.46 -5.37
C 0.98 -2.73 -4.04
O 1.63 -1.47 -4.02
C 1.15 -0.51 -4.96
C -0.31 -0.16 -4.79
H 2.12 -3.61 -5.64
H 0.59 -4.44 -5.30
H 0.60 -2.91 -6.18
H 1.46 -3.33 -3.27
H -0.07 -2.62 -3.74
H 1.36 -0.85 -5.98
H 1.76 0.38 -4.81
H -0.97 -1.02 -4.94
H -0.60 0.61 -5.51
H -0.49 0.22 -3.78
C 1.01 -9.46 -3.08
C 0.87 -8.53 -4.28
O 1.37 -7.22 -4.05
C 2.74 -7.12 -3.72
C 3.67 -7.67 -4.78
H 0.50 -9.04 -2.21
H 0.57 -10.43 -3.31
H 2.05 -9.62 -2.81
H -0.19 -8.41 -4.51
H 1.34 -8.96 -5.16
H 2.94 -7.60 -2.75
H 2.94 -6.05 -3.58
H 3.52 -8.73 -4.95
H 4.71 -7.52 -4.49
H 3.51 -7.15 -5.73
C -6.95 2.76 6.99
C -5.97 2.03 6.07
O -4.71 2.66 5.96
C -3.97 2.81 7.17
C -3.66 1.50 7.86
H -7.10 3.79 6.64
H -7.91 2.25 7.00
H -6.59 2.81 8.01
H -6.38 2.01 5.06
H -5.85 0.99 6.39
H -4.50 3.49 7.85
H -3.04 3.31 6.89
H -4.56 0.97 8.17
H -3.06 1.68 8.75
H -3.10 0.84 7.19
```